Molecular formula: C28H39N6O2SW
Method: DFT, ωB97M-V/def2-TZVPD

Each line ends with the Mulliken spin population.
Positions of all 77 atoms, in Å:
W  -0.30451  -0.29816  0.30109  1.814
C  -0.72723  -2.25150  1.62982  0.036
C  -1.35211  -1.18314  2.32615  0.059
C  -0.32517  -0.30248  2.76803  -0.030
C  0.92490  -0.74789  2.23114  0.044
C  0.68102  -1.96100  1.52025  -0.086
C  1.73006  -2.93839  1.08649  -0.012
C  2.26207  -0.22827  2.66468  -0.041
C  -0.47192  0.76922  3.78829  0.015
C  -2.79767  -1.13690  2.70669  -0.040
C  -1.41504  -3.52971  1.28942  -0.017
H  1.38266  -3.57598  0.27549  0.000
H  1.98240  -3.58766  1.92772  0.001
H  2.65294  -2.44587  0.77762  -0.004
H  2.30507  0.86108  2.69770  0.000
H  3.07968  -0.60112  2.04954  0.000
H  2.46210  -0.58144  3.67937  0.000
H  -1.49089  1.13723  3.87238  -0.001
H  0.21308  1.60271  3.63782  -0.002
H  -0.21679  0.32310  4.75525  -0.002
H  -3.12602  -0.13008  2.95923  0.002
H  -2.96213  -1.75891  3.58973  0.002
H  -3.43604  -1.52261  1.91291  -0.007
H  -1.71140  -4.00487  2.22858  0.000
H  -0.76421  -4.21666  0.75550  0.000
H  -2.32076  -3.38133  0.70288  -0.002
C  -3.56330  2.17486  -1.40074  -0.001
C  -2.26977  1.45537  -1.57791  0.026
O  -1.93407  0.53226  -0.78519  -0.012
N  -1.50340  1.77236  -2.60671  0.007
C  -0.45284  0.88826  -3.10169  0.005
C  0.90428  1.01912  -2.45431  -0.009
C  1.93665  1.55029  -3.21272  0.000
C  3.22984  1.59916  -2.72009  0.009
C  3.46344  1.09206  -1.45211  -0.003
C  2.39468  0.59400  -0.74021  0.130
N  1.12246  0.55075  -1.19939  0.086
H  -3.80370  2.28560  -0.34744  0.000
H  -4.34611  1.56530  -1.85998  0.000
H  -3.56176  3.14748  -1.88909  0.000
H  -1.79610  2.54305  -3.19011  0.001
H  -0.34577  1.08952  -4.16447  0.000
H  -0.80940  -0.13368  -2.99641  -0.001
H  1.72002  1.91528  -4.20759  0.000
H  4.03390  2.01360  -3.31411  0.000
H  4.45092  1.08781  -1.01166  0.000
H  2.55030  0.20484  0.25683  -0.060
C  -0.85643  -4.58972  -3.31923  0.000
N  0.37592  -3.89268  -2.97983  0.000
C  1.64921  -4.29598  -3.60135  0.001
C  2.67732  -3.38110  -2.91719  0.000
N  1.80741  -2.42317  -2.21191  0.001
C  0.53239  -2.83548  -2.21071  0.022
S  -0.80075  -2.10635  -1.38970  -0.053
H  -1.09663  -4.42619  -4.36971  0.000
H  -1.67224  -4.23086  -2.69921  0.002
H  -0.71762  -5.65606  -3.14793  0.000
H  1.59666  -4.14089  -4.67915  0.000
H  1.82886  -5.35273  -3.41170  0.000
H  3.31207  -2.86507  -3.63268  0.000
H  3.30596  -3.92119  -2.20978  0.000
H  2.15144  -1.80650  -1.49712  0.004
N  -1.68103  6.54312  2.68407  0.000
C  -0.71780  5.64729  2.95432  0.000
O  0.12293  5.73849  3.81841  0.001
C  -0.68425  4.37423  2.13033  0.001
C  0.55867  3.89179  1.73317  -0.003
C  0.64789  2.64026  1.16892  0.023
N  -0.41772  1.83144  1.00282  0.079
C  -1.61870  2.31153  1.37145  0.006
C  -1.79499  3.56905  1.91383  0.002
H  -1.71245  7.38953  3.23340  0.000
H  -2.28507  6.46886  1.88501  0.000
H  1.45222  4.47776  1.90133  0.000
H  1.60834  2.25892  0.86053  -0.005
H  -2.45957  1.64222  1.24623  0.012
H  -2.78639  3.88283  2.21474  0.000

* multiplicity: 3
* <S²>: 2.0229
* charge: +3
* orbital gap (alpha / beta): 8.227 / 7.180 eV
* energy above the lowest of the compared OMol25 structures with the same formula, charge and spin: 6.83 kcal per mole



Molecular formula: C28H39N9O5P2Pd
Method: DFT, ωB97M-V/def2-TZVPD

Each line ends with the Mulliken spin population.
Positions of all 84 atoms, in Å:
Pd  -0.89627  -1.04736  -0.67704  1.517
C  -1.75229  2.62055  -3.04297  0.176
C  -2.86369  3.21867  -2.47919  -0.044
C  -3.56358  2.51066  -1.51973  0.181
C  -3.13845  1.21475  -1.13627  -0.019
N  -1.99344  0.67641  -1.65832  0.165
C  -1.35525  1.35615  -2.58436  0.053
N  -3.96775  0.58071  -0.30655  0.394
C  -3.88130  -0.69644  0.10854  -0.069
N  -2.86413  -1.53009  -0.00755  0.334
C  -3.19448  -2.72741  0.67191  -0.080
N  -2.48355  -3.75488  0.87196  0.128
C  -1.17228  -4.02401  0.50618  -0.022
C  -0.74038  -5.31055  0.84322  0.043
C  0.53851  -5.71881  0.52664  -0.013
C  1.37304  -4.82242  -0.12767  0.032
C  0.88749  -3.56532  -0.41923  0.013
N  -0.34944  -3.16167  -0.11431  0.102
C  -4.57506  -2.59185  1.17589  -0.003
C  -5.39472  -3.45945  1.86630  -0.007
C  -6.66497  -2.99593  2.20098  -0.004
C  -7.08742  -1.71469  1.85792  -0.005
C  -6.25541  -0.84308  1.16328  -0.002
C  -4.99738  -1.31143  0.83310  -0.029
H  -1.17425  3.10610  -3.81614  0.001
H  -3.18994  4.20210  -2.78761  0.005
H  -4.46524  2.89025  -1.06178  -0.004
H  -0.46948  0.89055  -2.98618  -0.001
H  -1.44399  -5.95673  1.34579  0.001
H  0.87571  -6.71443  0.77975  0.000
H  2.37985  -5.08961  -0.41539  0.000
H  1.49357  -2.82921  -0.93136  -0.007
H  -5.06398  -4.45372  2.13215  0.000
H  -7.34289  -3.64378  2.74000  0.000
H  -8.08223  -1.39630  2.13789  0.000
H  -6.57614  0.15355  0.89413  0.000
C  2.12662  1.03125  3.73792  0.002
N  0.86927  0.50728  3.21946  0.002
C  0.01398  -0.14131  4.21039  0.005
P  0.38249  0.73212  1.67587  0.002
O  -0.71652  -0.22405  1.34315  0.089
O  1.70406  0.45828  0.85538  0.006
P  2.08889  0.46226  -0.73616  0.018
O  1.24995  -0.68410  -1.28786  0.046
N  3.56017  -0.61852  -0.44028  0.872
C  4.46089  -0.37817  0.65349  -0.011
C  3.89984  -1.68585  -1.33550  -0.039
N  3.10009  1.26574  -2.80825  0.026
C  4.53559  1.40055  -3.06462  -0.001
C  2.35081  1.18647  -4.05499  0.000
N  -0.05662  2.26779  1.26816  -0.001
C  -1.42816  2.68576  1.55265  0.008
C  0.91264  3.35182  1.41243  0.000
H  1.94279  1.70353  4.57837  0.000
H  2.66236  1.58496  2.96823  0.000
H  2.75947  0.21031  4.08455  0.000
H  -0.23010  0.55489  5.01542  0.000
H  0.53245  -1.00219  4.63837  0.000
H  -0.90423  -0.48568  3.74349  -0.003
H  4.23739  0.57126  1.12608  -0.002
H  5.49410  -0.39694  0.29983  0.021
H  4.34632  -1.18824  1.38364  0.039
H  3.21602  -1.69518  -2.17711  0.004
H  3.84068  -2.63732  -0.79379  0.048
H  4.93608  -1.57567  -1.66640  0.030
H  5.07428  1.49417  -2.12446  -0.001
H  4.75532  2.27410  -3.68731  0.001
H  4.88538  0.51503  -3.59419  0.002
H  1.33497  0.87178  -3.85347  -0.001
H  2.81565  0.43207  -4.68771  0.000
H  2.34969  2.13327  -4.60602  0.002
H  -2.09944  1.83203  1.49738  -0.007
H  -1.72776  3.42700  0.80932  -0.004
H  -1.51621  3.14072  2.54431  0.000
H  1.88546  3.04404  1.03162  0.001
H  1.01159  3.68004  2.45216  0.000
H  0.56841  4.20119  0.82120  0.000
C  2.74657  3.69394  -2.10996  0.005
C  2.60210  2.23407  -1.81310  -0.021
O  3.22692  1.76030  -0.63624  0.035
O  1.29983  1.77442  -1.48260  -0.007
H  3.79362  3.98279  -2.03963  0.000
H  2.17113  4.27466  -1.39275  -0.001
H  2.38640  3.91204  -3.11443  0.000

* multiplicity: 5
* <S²>: 6.0755
* charge: +2
* orbital gap (alpha / beta): 7.754 / 5.215 eV



Molecular formula: C28H40Cl3NO26P2
Method: DFT, ωB97M-V/def2-TZVPD

Each line ends with the Löwdin charge.
Positions of all 100 atoms, in Å:
C  5.93629  2.72021  2.42444  -0.138
C  5.50011  2.18967  0.91448  -0.568
Cl  6.93046  1.86320  -0.26141  0.500
C  4.07316  1.99234  0.47772  -0.564
Cl  2.73808  2.40379  1.74239  0.612
N  3.63447  1.53460  -0.89412  -0.267
P  4.17256  -0.11635  -1.29056  0.833
P  4.62875  -1.31572  0.47118  0.521
O  3.49444  -1.33660  1.57179  -0.390
O  4.78202  -2.98923  -0.10607  -0.268
O  6.16397  -0.94811  1.23207  -0.289
C  2.10706  1.65467  -1.06807  -0.371
O  1.64703  2.87836  -1.32849  0.014
O  1.34533  0.40623  -0.99596  -0.124
C  0.04576  0.55080  -0.33496  -0.184
C  -0.02517  -0.04146  1.20155  -0.567
C  -1.19005  -1.22848  1.37995  -0.133
Cl  -0.49716  1.27708  2.46173  0.489
H  6.90997  2.09956  2.70289  0.084
H  6.20141  3.87381  2.38315  0.097
H  5.14477  2.46359  3.25622  0.073
H  5.44444  0.05192  -1.98791  -0.067
H  4.49342  -2.96135  -1.08632  0.054
H  6.62445  -1.81353  1.50155  0.063
H  -0.72442  -0.10856  -0.96582  0.140
H  -0.40044  1.63023  -0.31514  0.125
H  1.01701  -0.52978  1.42379  0.095
H  -2.09852  -0.75232  1.98843  0.074
H  -1.59049  -1.63198  0.35541  0.088
H  -0.72783  -2.06786  2.06981  0.076
O  -2.98264  0.51361  -0.18258  0.097
C  -3.48653  1.51687  0.29412  -0.506
O  -2.85567  2.72303  0.39736  0.039
C  -3.83550  3.66757  0.78561  -0.126
C  -4.87840  2.82767  1.44887  -0.139
O  -4.75501  1.57901  0.79486  0.071
H  -3.40874  4.41295  1.46231  0.122
H  -4.21279  4.17359  -0.10920  0.102
H  -4.68510  2.68781  2.51769  0.127
H  -5.88483  3.23530  1.32005  0.126
O  -1.20059  -4.37606  2.57450  0.109
C  -0.28980  -4.94169  1.99294  -0.520
O  0.71828  -5.62121  2.61382  0.071
C  1.43060  -6.31226  1.60485  -0.136
C  1.13285  -5.52229  0.37185  -0.141
O  -0.14564  -4.97651  0.63586  0.056
H  2.49940  -6.33924  1.83415  0.091
H  1.05315  -7.33846  1.54543  0.139
H  1.84271  -4.70253  0.21892  0.132
H  1.11069  -6.14547  -0.52637  0.126
O  4.20966  -6.44666  2.61195  0.127
C  5.25134  -5.83264  2.77180  -0.478
O  6.26186  -5.77527  1.85581  0.074
C  7.17601  -4.79632  2.31291  -0.136
C  6.92162  -4.74948  3.78467  -0.135
O  5.55857  -5.11398  3.89109  0.078
H  8.20379  -5.08548  2.07695  0.141
H  6.95144  -3.84508  1.81915  0.104
H  7.52638  -5.47657  4.33686  0.138
H  7.09100  -3.75424  4.20477  0.139
O  -6.18156  3.96590  -0.85299  0.123
C  -5.86707  4.39335  -1.95120  -0.486
O  -6.28968  3.86295  -3.13592  0.064
C  -5.89732  4.76497  -4.15344  -0.156
C  -4.74969  5.49832  -3.53849  -0.130
O  -5.04547  5.46433  -2.15520  0.063
H  -5.60910  4.22542  -5.05978  0.130
H  -6.73982  5.42510  -4.38473  0.141
H  -3.79235  4.99428  -3.70801  0.139
H  -4.67626  6.52967  -3.89428  0.138
O  -7.62631  3.24400  -5.65631  0.117
C  -8.12919  2.31396  -5.04818  -0.498
O  -8.12249  1.01789  -5.47669  0.068
C  -8.59502  0.22719  -4.40223  -0.137
C  -9.40017  1.19217  -3.59381  -0.134
O  -8.77303  2.43434  -3.85042  0.061
H  -9.19498  -0.60927  -4.77104  0.137
H  -7.73615  -0.16721  -3.84918  0.140
H  -10.44262  1.24716  -3.92482  0.136
H  -9.37825  0.95988  -2.52554  0.142
O  -4.24813  4.71163  4.23273  0.137
C  -3.20644  5.32565  4.39259  -0.505
O  -2.19593  5.38302  3.47659  0.049
C  -1.28178  6.36196  3.93369  -0.136
C  -1.53616  6.40880  5.40545  -0.140
O  -2.89922  6.04430  5.51188  0.067
H  -0.25400  6.07280  3.69773  0.139
H  -1.50634  7.31320  3.43993  0.137
H  -0.93141  5.68172  5.95764  0.138
H  -1.36679  7.40404  5.82555  0.137
O  3.53505  -6.49622  -1.70459  0.142
C  3.90670  -5.98440  -2.74748  -0.507
O  4.78573  -6.55957  -3.61923  0.069
C  4.78052  -5.76661  -4.79146  -0.139
C  4.31477  -4.43364  -4.30233  -0.144
O  3.49806  -4.76082  -3.19416  0.051
H  5.77952  -5.72207  -5.23378  0.139
H  4.08989  -6.21103  -5.51576  0.138
H  5.14100  -3.80233  -3.95868  0.132
H  3.74255  -3.88952  -5.05875  0.140

* orbital gap: 8.611 eV